A 4-piece molecular cluster, C4H15NO3 overall at a distorted geometry, computed with wB97M-V/def2-TZVPD.

Last column: natural (NBO) charge in e.
Cartesian coordinates (Å):
1 C 1.912 -0.391 0.807  -0.4363
2 C 1.298 0.712 1.208  -0.1485
3 C -0.145 0.774 1.652  -0.4780
4 C -1.002 1.860 1.010  -0.2080
5 N -1.480 1.507 -0.324  -0.8606
6 H 1.588 -1.424 0.781  0.1942
7 H 2.991 -0.281 0.756  0.2001
8 H 1.813 1.677 1.192  0.1959
9 H -0.664 -0.206 1.651  0.2254
10 H -0.098 0.991 2.717  0.2113
11 H -0.455 2.785 0.894  0.1854
12 H -1.846 2.147 1.645  0.1872
13 H -0.897 1.718 -1.114  0.3592
14 H -1.852 0.572 -0.380  0.3674
15 O 2.340 -0.266 -2.347  -0.9344
16 H 1.863 0.494 -2.726  0.4618
17 H 1.641 -0.610 -1.775  0.4733
18 O -1.818 -1.980 0.384  -0.9673
19 H -1.033 -1.751 -0.154  0.4889
20 H -1.783 -2.903 0.658  0.4739
21 O -0.796 -1.516 -1.967  -0.9737
22 H -1.230 -2.350 -1.747  0.4896
23 H -0.345 -1.558 -2.817  0.4933

Properties
**LUMO**: 0.29 eV
**HOMO level**: -8.65 eV
**SMILES string**: C=CCCN.O.O.O
**Net charge**: 0

=====

A 7-piece molecular cluster, C45H57F4N10O6S overall at a distorted geometry, computed with wB97M-V/def2-TZVPD.

Last column: Löwdin charge in e.
Cartesian coordinates (Å):
1 O 0.337 -0.599 3.970  -0.0422
2 C -0.951 -0.845 3.635  -0.2926
3 O -1.978 0.109 4.113  -0.0027
4 C -1.242 -2.211 2.776  -0.0917
5 C -1.223 -1.976 1.124  -0.1526
6 C -2.739 -2.317 0.605  -0.1685
7 C -3.106 -1.764 -0.894  0.0316
8 C -2.511 -2.542 -2.251  0.0265
9 C -1.510 -3.842 -2.207  -0.0474
10 C -2.371 -5.236 -2.278  -0.1578
11 O -1.818 -6.370 -1.833  0.0485
12 F -3.752 -5.158 -2.880  -0.0248
13 C -3.009 -1.833 -3.683  -0.0291
14 C -2.424 -2.524 -5.086  -0.0372
15 C -0.901 -1.861 -5.274  -0.2142
16 O -0.963 -0.398 -5.563  -0.0619
17 C -0.020 -2.603 -6.453  -0.1784
18 F -0.538 -2.387 -7.830  0.0383
19 F 0.146 -4.069 -6.189  0.0098
20 F 1.360 -2.009 -6.388  0.0075
21 N -3.915 -0.657 -3.787  0.1522
22 N -4.344 -0.087 -2.627  -0.1062
23 C -5.283 1.129 -2.824  -0.1374
24 C -4.469 2.557 -2.915  -0.1746
25 C -5.592 3.683 -3.426  -0.1490
26 C -5.308 5.059 -2.541  -0.2360
27 O -6.069 5.089 -1.282  -0.1404
28 C -4.070 -0.427 -1.186  -0.0428
29 C -4.604 0.355 0.148  -0.1397
30 C -3.248 1.040 0.850  -0.4192
31 S -2.004 1.532 -0.459  0.8920
32 C -0.280 1.758 0.238  -0.4505
33 N 0.333 1.437 1.584  0.0279
34 N 1.671 1.835 1.367  -0.0241
35 C 1.979 2.390 -0.038  0.0126
36 O 0.668 2.325 -0.732  -0.1247
37 H -2.885 -0.246 3.804  0.1184
38 H -2.307 -2.605 3.127  0.1246
39 H -0.463 -3.032 3.108  0.1365
40 H -0.514 -2.824 0.693  0.1182
41 H -0.850 -0.907 0.829  0.0926
42 H -2.834 -3.497 0.572  0.1440
43 H -3.515 -1.953 1.424  0.1102
44 H -0.733 -3.807 -1.301  0.1457
45 H -0.826 -3.807 -3.185  0.1334
46 H -3.079 -2.281 -6.026  0.1520
47 H -2.399 -3.677 -4.889  0.1243
48 H -0.274 -1.956 -4.274  0.1627
49 H -0.262 0.091 -5.018  0.1382
50 H -6.176 1.130 -2.050  0.1385
51 H -5.802 0.987 -3.890  0.1570
52 H -4.067 2.959 -1.893  0.0740
53 H -3.634 2.436 -3.748  0.1376
54 H -5.564 3.863 -4.583  0.1285
55 H -6.649 3.295 -3.108  0.1159
56 H -5.571 6.037 -3.130  0.1385
57 H -4.158 5.133 -2.242  0.1235
58 H -6.025 4.207 -0.804  0.0910
59 H -5.079 -0.388 0.952  0.1456
60 H -5.336 1.246 -0.043  0.1121
61 H -2.725 0.331 1.620  0.0584
62 H -3.599 2.039 1.401  0.1207
63 H 3.001 2.795 -0.464  0.1489
64 N -0.046 -4.065 6.506  -0.0046
65 C 0.136 -5.395 6.782  -0.1404
66 C 1.468 -5.690 6.594  -0.1105
67 C 2.112 -4.495 6.196  -0.1228
68 C 1.154 -3.507 6.153  -0.1442
69 H -0.929 -3.573 6.557  0.1439
70 H -0.695 -6.017 7.087  0.1067
71 H 1.926 -6.662 6.730  0.0946
72 H 3.162 -4.368 5.966  0.0857
73 H 1.224 -2.457 5.900  0.0991
74 N -4.246 9.566 -0.977  0.0126
75 C -4.064 8.236 -0.701  -0.1385
76 C -2.732 7.941 -0.890  -0.1230
77 C -2.088 9.137 -1.288  -0.1387
78 C -3.046 10.125 -1.331  -0.1296
79 H -5.129 10.059 -0.927  0.1533
80 H -4.895 7.615 -0.396  0.1016
81 H -2.274 6.970 -0.754  0.0868
82 H -1.038 9.263 -1.518  0.0991
83 H -2.976 11.174 -1.583  0.1133
84 N -1.513 8.569 -4.680  0.0064
85 C -1.795 9.515 -5.630  -0.1386
86 C -1.177 9.138 -6.802  -0.1157
87 C -0.504 7.918 -6.550  -0.1207
88 C -0.731 7.589 -5.233  -0.1518
89 H -1.833 8.590 -3.720  0.1045
90 H -2.408 10.373 -5.392  0.1059
91 H -1.209 9.682 -7.737  0.0924
92 H 0.083 7.343 -7.254  0.0897
93 H -0.402 6.743 -4.643  0.0977
94 N 3.854 -3.922 2.918  0.0030
95 C 4.036 -5.252 3.194  -0.1567
96 C 5.368 -5.547 3.005  -0.1116
97 C 6.012 -4.352 2.607  -0.0987
98 C 5.054 -3.364 2.564  -0.1425
99 H 2.971 -3.430 2.968  0.1393
100 H 3.205 -5.874 3.498  0.1045
101 H 5.826 -6.519 3.141  0.0876
102 H 7.062 -4.225 2.377  0.0978
103 H 5.124 -2.314 2.312  0.0822
104 N 6.277 -6.730 6.398  0.0007
105 C 7.048 -6.256 7.426  -0.1410
106 C 8.130 -7.096 7.570  -0.1157
107 C 8.010 -8.109 6.589  -0.1159
108 C 6.858 -7.858 5.878  -0.1530
109 H 5.414 -6.314 6.073  0.1300
110 H 6.762 -5.364 7.968  0.1050
111 H 8.921 -6.989 8.301  0.0916
112 H 8.690 -8.934 6.420  0.0914
113 H 6.403 -8.383 5.049  0.1002
114 N 5.918 0.320 0.553  -0.0038
115 C 6.425 1.352 -0.193  -0.1535
116 C 7.690 0.998 -0.606  -0.1108
117 C 7.953 -0.295 -0.096  -0.1029
118 C 6.841 -0.691 0.613  -0.1322
119 H 5.006 0.307 0.990  0.1382
120 H 5.844 2.249 -0.364  0.0925
121 H 8.351 1.606 -1.210  0.0940
122 H 8.856 -0.876 -0.233  0.0959
123 H 6.629 -1.603 1.155  0.0785

Properties
**LUMO**: -5.34 eV
**HOMO level**: -9.03 eV
**Net charge**: +1

=====

C3H3N3O5S as an isolated structure at a distorted geometry, computed with wB97M-V/def2-TZVPD.

Last column: natural (NBO) charge in e.
Cartesian coordinates (Å):
1 C 2.105 1.937 -0.777  0.5474
2 C -0.247 -0.048 0.118  -0.8921
3 C 2.553 -0.795 0.021  -0.1297
4 N 1.007 2.313 -0.795  -0.4948
5 N 2.694 -1.131 1.251  0.1538
6 N 3.690 -0.104 -0.394  0.3127
7 O 3.307 1.603 -0.890  -0.5047
8 O 3.648 -0.827 1.942  -0.1230
9 O 4.656 -0.070 0.373  -0.1194
10 O 0.656 -2.373 -0.760  -0.9022
11 O 1.255 -0.465 -2.220  -0.8666
12 S 0.933 -0.993 -0.942  2.1729
13 H 0.089 0.993 0.315  0.3042
14 H -1.234 -0.233 -0.388  0.2718
15 H -0.637 -0.599 1.033  0.2698

Properties
**LUMO (alpha / beta)**: -2.78 / -2.87 eV
**HOMO level (alpha / beta)**: -10.34 / -10.38 eV
**Net charge**: 0

=====

C6H7MgO6Rb as an isolated structure at a distorted geometry, computed with wB97M-V/def2-TZVPD.

Last column: natural (NBO) charge in e.
Cartesian coordinates (Å):
1 O -2.296 0.005 4.011  -0.7688
2 C -1.390 -0.242 3.203  0.9999
3 O -0.555 -1.171 3.418  -0.9505
4 O -1.360 0.464 2.042  -0.5032
5 C -0.244 0.411 1.311  0.2490
6 C 0.173 1.680 0.792  -0.5373
7 Mg -1.543 -1.480 5.216  1.8554
8 H 1.254 1.831 0.678  0.2679
9 H -0.279 2.520 1.331  0.2435
10 Rb 1.617 -1.977 3.291  0.9859
11 C -0.327 1.109 -0.729  -0.4077
12 C 0.608 0.091 -1.354  -0.0781
13 O 0.292 -0.003 -2.743  -0.4971
14 C 0.879 -0.969 -3.430  0.9831
15 O 1.738 -1.712 -3.018  -0.6377
16 O 0.271 -1.076 -4.605  -0.6523
17 H -0.303 2.032 -1.324  0.2834
18 H -1.375 0.800 -0.844  0.2521
19 H 0.512 -0.905 -0.903  0.2013
20 H 1.660 0.382 -1.228  0.1972
21 H 0.670 -1.793 -5.113  0.5139

Properties
**LUMO**: -11.03 eV
**HOMO level**: -15.03 eV
**Net charge**: +2

=====

A 2-piece molecular cluster, C6H12O overall, computed with wB97M-V/def2-TZVPD.

Last column: natural (NBO) charge in e.
Cartesian coordinates (Å):
1 C 0.473 0.877 -1.733  -0.6615
2 C 1.335 0.966 -0.507  -0.1935
3 C 0.985 1.368 0.721  -0.2121
4 C -0.377 1.778 1.204  -0.6598
5 H 0.415 -0.155 -2.101  0.2315
6 H -0.546 1.237 -1.566  0.2106
7 H 0.915 1.479 -2.535  0.2259
8 H 2.373 0.663 -0.654  0.2074
9 H 1.769 1.392 1.479  0.2065
10 H -1.144 1.713 0.427  0.2109
11 H -0.363 2.808 1.581  0.2262
12 H -0.689 1.139 2.039  0.2246
13 C -1.368 -2.984 0.050  -0.5223
14 C -0.730 -1.837 0.256  0.1378
15 O 0.581 -1.791 0.602  -0.7016
16 H -2.421 -2.997 -0.206  0.2061
17 H -0.837 -3.925 0.146  0.2060
18 H -1.231 -0.870 0.160  0.1598
19 H 0.860 -0.864 0.638  0.4976

Properties
**LUMO**: 0.97 eV
**HOMO level**: -8.72 eV
**SMILES string**: C/C=C\C.C=CO
**Net charge**: 0

=====

A 4-piece molecular cluster, C33H75IN3O8PS overall, computed with wB97M-V/def2-TZVPD.

Last column: Löwdin charge in e.
Cartesian coordinates (Å):
1 C -6.188 4.214 -1.535  -0.0989
2 C -5.896 2.762 -1.172  -0.2204
3 C -4.479 2.306 -1.482  -0.2202
4 O -3.481 3.042 -0.793  -0.1364
5 C -2.917 4.114 -1.498  -0.2150
6 C -1.614 4.561 -0.827  -0.2331
7 C -0.636 3.440 -0.399  -0.2217
8 C -0.453 2.374 -1.503  -0.1703
9 C -1.031 1.012 -1.098  -0.3022
10 C -1.362 0.104 -2.265  -0.6278
11 I 0.399 -0.586 -3.259  0.8236
12 C 0.692 4.055 0.152  -0.3564
13 C 1.583 4.830 -0.853  -0.1447
14 C 2.448 4.121 -1.914  -0.1891
15 C 1.950 4.358 -3.344  -0.1766
16 C 2.562 3.427 -4.400  -0.2581
17 O 1.615 2.867 -5.295  -0.0844
18 P 1.610 2.790 1.104  0.4951
19 O 0.981 2.410 2.374  -0.2354
20 O 1.903 1.598 0.078  -0.1270
21 O 3.081 3.429 1.295  -0.1223
22 C 0.329 5.121 1.246  -0.1681
23 O -1.034 5.041 1.674  -0.2021
24 S -2.048 5.604 0.590  0.6625
25 O -1.675 6.949 0.260  -0.2604
26 O -3.345 5.297 1.093  -0.2280
27 H -5.850 4.449 -2.548  0.0772
28 H -7.257 4.419 -1.481  0.0720
29 H -5.692 4.899 -0.846  0.0683
30 H -6.570 2.099 -1.724  0.1105
31 H -6.092 2.600 -0.110  0.1153
32 H -4.293 2.350 -2.565  0.1254
33 H -4.361 1.265 -1.168  0.1202
34 H -3.589 4.976 -1.546  0.1174
35 H -2.705 3.818 -2.534  0.1276
36 H -1.134 5.261 -1.515  0.1325
37 H -1.105 2.943 0.455  0.1443
38 H -0.912 2.709 -2.438  0.1106
39 H 0.602 2.236 -1.722  0.0663
40 H -0.311 0.505 -0.452  0.0928
41 H -1.940 1.159 -0.515  0.1065
42 H -1.870 -0.798 -1.936  0.0381
43 H -1.968 0.597 -3.022  0.0406
44 H 0.946 5.562 -1.360  0.1188
45 H 2.252 5.423 -0.225  0.1134
46 H 3.451 4.547 -1.835  0.1189
47 H 2.543 3.053 -1.728  0.0869
48 H 0.858 4.279 -3.386  0.1041
49 H 2.179 5.392 -3.614  0.1163
50 H 3.246 3.986 -5.038  0.1167
51 H 3.142 2.631 -3.914  0.1133
52 H 0.925 2.428 -4.780  0.0442
53 H 2.639 1.036 0.373  0.1102
54 H 3.274 3.501 2.245  0.0842
55 H 0.502 6.123 0.852  0.1209
56 H 0.917 5.008 2.154  0.1267
57 C 1.264 -7.528 -0.153  -0.0902
58 C 1.286 -6.048 0.200  -0.2766
59 N 1.406 -5.191 -0.965  -0.1997
60 C 1.749 -3.817 -0.649  -0.2556
61 C 0.750 -2.998 0.175  -0.0875
62 C 0.387 -5.374 -1.988  -0.2404
63 C -1.080 -5.229 -1.569  -0.0778
64 H 2.113 -7.783 -0.787  0.0799
65 H 1.319 -8.127 0.757  0.0717
66 H 0.349 -7.811 -0.675  0.0610
67 H 2.156 -5.847 0.832  0.1167
68 H 0.401 -5.818 0.815  0.1021
69 H 1.939 -3.299 -1.593  0.0861
70 H 2.705 -3.836 -0.115  0.1100
71 H -0.142 -2.750 -0.400  0.0398
72 H 1.211 -2.055 0.478  0.0627
73 H 0.441 -3.518 1.083  0.0690
74 H 0.521 -6.368 -2.422  0.1028
75 H 0.607 -4.670 -2.795  0.1099
76 H -1.305 -5.810 -0.673  0.0597
77 H -1.728 -5.599 -2.367  0.0718
78 H -1.359 -4.193 -1.379  0.0512
79 C -3.951 -8.335 -0.712  -0.0889
80 C -4.607 -7.320 0.211  -0.2778
81 N -5.390 -6.329 -0.504  -0.2027
82 C -5.742 -5.171 0.299  -0.2539
83 C -6.659 -5.382 1.509  -0.0852
84 C -6.435 -6.858 -1.366  -0.2471
85 C -7.485 -7.779 -0.735  -0.0818
86 H -3.388 -7.829 -1.499  0.0698
87 H -3.259 -8.958 -0.143  0.0727
88 H -4.676 -9.001 -1.182  0.0649
89 H -3.822 -6.780 0.748  0.1129
90 H -5.186 -7.861 0.977  0.1030
91 H -6.193 -4.431 -0.368  0.1096
92 H -4.803 -4.730 0.650  0.1077
93 H -7.684 -5.601 1.214  0.0546
94 H -6.679 -4.476 2.116  0.0700
95 H -6.306 -6.196 2.144  0.0665
96 H -5.954 -7.400 -2.184  0.1016
97 H -6.932 -6.003 -1.831  0.1130
98 H -7.022 -8.571 -0.144  0.0649
99 H -8.070 -8.260 -1.521  0.0715
100 H -8.179 -7.242 -0.091  0.0538
101 C 5.457 2.424 5.236  -0.0854
102 C 6.761 3.192 5.084  -0.2738
103 N 7.538 2.767 3.933  -0.2028
104 C 8.913 3.235 3.949  -0.2508
105 C 9.162 4.745 3.866  -0.0853
106 C 6.851 2.833 2.656  -0.2433
107 C 6.254 4.180 2.230  -0.0825
108 H 5.640 1.349 5.214  0.0823
109 H 4.984 2.675 6.186  0.0749
110 H 4.741 2.662 4.447  0.0517
111 H 7.380 3.014 5.967  0.1179
112 H 6.540 4.272 5.080  0.1028
113 H 9.440 2.739 3.129  0.1108
114 H 9.367 2.860 4.871  0.1097
115 H 8.943 5.144 2.876  0.0547
116 H 10.211 4.955 4.078  0.0703
117 H 8.563 5.293 4.594  0.0664
118 H 6.044 2.094 2.671  0.0994
119 H 7.549 2.486 1.890  0.1155
120 H 5.664 4.629 3.032  0.0670
121 H 5.594 4.032 1.373  0.0547
122 H 7.013 4.903 1.935  0.0573

Properties
**LUMO**: 0.16 eV
**HOMO level**: -8.09 eV
**SMILES string**: CCCOC[C@@H]1[C@@H](CCCI)[C@](CCCCO)(P(=O)(O)O)COS1(=O)=O.CCN(CC)CC.CCN(CC)CC.CCN(CC)CC
**Net charge**: 0

=====

A 4-piece molecular cluster, C3H16NO4 overall at a distorted geometry, computed with wB97M-V/def2-TZVPD.

Last column: natural (NBO) charge in e.
Cartesian coordinates (Å):
1 C 0.632 -0.147 1.965  -0.2524
2 C -0.896 -0.047 1.440  0.0964
3 C -1.423 1.350 1.569  -0.6624
4 O -0.865 -0.669 0.176  -0.7358
5 N 1.513 -0.651 0.831  -0.7202
6 H 1.141 0.648 2.411  0.2188
7 H 0.719 -0.910 2.716  0.2114
8 H -1.234 -0.819 2.104  0.2009
9 H -1.360 1.720 2.625  0.2458
10 H -2.437 1.360 1.184  0.2416
11 H -0.938 2.186 0.922  0.2244
12 H -1.070 -0.061 -0.554  0.5266
13 H 2.272 -0.039 0.543  0.4356
14 H 0.861 -0.779 -0.050  0.4917
15 H 2.024 -1.537 0.953  0.4415
16 H 2.489 -0.115 -1.856  0.4745
17 H 2.594 -1.609 -2.083  0.4958
18 O 2.731 -0.937 -1.396  -0.9666
19 H 0.168 -0.183 -3.312  0.5057
20 H 1.205 0.861 -2.686  0.4771
21 O 0.657 0.082 -2.522  -0.9722
22 H -3.302 -0.502 -1.285  0.4952
23 H -2.855 0.718 -2.188  0.4952
24 O -2.626 0.081 -1.506  -0.9688

Properties
**LUMO**: -2.99 eV
**HOMO level**: -14.18 eV
**Net charge**: +1

=====

C31H22NNiPS as an isolated structure, computed with wB97M-V/def2-TZVPD.

Last column: natural (NBO) charge in e.
Cartesian coordinates (Å):
1 Ni 1.253 -0.201 -0.949  0.6707
2 S 5.156 1.651 -0.571  0.4016
3 C 5.443 -0.002 -0.250  -0.4050
4 C 4.295 -0.738 -0.266  -0.2810
5 C 3.123 0.027 -0.561  -0.2342
6 C 3.466 1.337 -0.731  -0.3516
7 C 2.461 2.340 -1.019  0.2331
8 C 2.617 3.719 -0.873  -0.2473
9 C 1.551 4.548 -1.156  -0.1373
10 C 0.349 3.994 -1.581  -0.2912
11 C 0.269 2.621 -1.678  0.0718
12 N 1.289 1.808 -1.401  -0.4989
13 H 6.450 -0.346 -0.061  0.2334
14 H 4.293 -1.794 -0.041  0.2249
15 H 3.562 4.113 -0.526  0.2283
16 H 1.647 5.621 -1.042  0.2206
17 H -0.506 4.608 -1.826  0.2266
18 H -0.646 2.141 -2.006  0.2078
19 C -5.180 1.289 -1.321  -0.1955
20 C -4.336 0.833 -2.324  -0.2294
21 C -3.055 0.402 -2.004  -0.1326
22 C -2.611 0.419 -0.681  -0.3788
23 C -3.465 0.876 0.320  -0.1926
24 C -4.745 1.306 -0.002  -0.2098
25 P -0.939 -0.216 -0.350  0.9141
26 C -0.485 0.558 1.255  -0.3568
27 C 0.138 -0.185 2.253  -0.1309
28 C 0.590 0.435 3.411  -0.2216
29 C 0.443 1.803 3.576  -0.2070
30 C -0.162 2.557 2.579  -0.2018
31 C -0.624 1.938 1.427  -0.2255
32 C -1.161 -1.958 0.063  -0.3717
33 C -2.309 -2.530 0.534  -0.1882
34 C -2.328 -3.907 0.853  -0.2292
35 C -1.207 -4.666 0.670  -0.1568
36 C -0.017 -4.103 0.141  -0.0888
37 C 1.130 -4.888 -0.129  -0.2167
38 C 2.211 -4.315 -0.729  -0.1934
39 C 2.221 -2.932 -1.046  -0.2722
40 C 1.175 -2.101 -0.744  -0.2328
41 C 0.016 -2.718 -0.164  -0.0007
42 H -6.177 1.633 -1.566  0.2173
43 H -4.672 0.815 -3.353  0.2184
44 H -2.393 0.042 -2.785  0.2140
45 H -3.133 0.890 1.351  0.2306
46 H -5.406 1.654 0.782  0.2183
47 H 0.285 -1.250 2.120  0.2209
48 H 1.070 -0.156 4.181  0.2167
49 H 0.801 2.283 4.479  0.2145
50 H -0.267 3.629 2.695  0.2130
51 H -1.099 2.534 0.654  0.2166
52 H -3.208 -1.937 0.663  0.2159
53 H -3.235 -4.356 1.237  0.2135
54 H -1.219 -5.725 0.909  0.2090
55 H 1.117 -5.945 0.114  0.2069
56 H 3.079 -4.919 -0.968  0.2070
57 H 3.082 -2.537 -1.562  0.2138

Properties
**LUMO**: 0.19 eV
**HOMO level**: -7.64 eV
**Net charge**: 0